275
Properties=species:S:1:pos:R:3:forces:R:3 method="wB97M-V/def2-TZVPD" multiplicity=8 e_homo_ev="-3.116 / -6.923" homo_lumo_gap_ev="3.482 / 7.135" total_charge=0 total_energy_ev=-194352.2500 s_squared=15.760
Fe -3.070326 1.278878 -3.640460 -0.29 1.36 0.51
Ti -4.860630 1.108877 -0.584239 0.72 0.05 -0.73
C -4.122335 4.471199 -5.401530 -0.96 -0.69 -0.64
C -2.785695 4.265250 -4.768436 0.31 0.18 1.35
C -2.819732 4.890676 -3.351481 0.37 0.30 -0.52
O -2.341018 2.942278 -4.771917 -0.34 -0.69 0.62
H -4.834782 3.738486 -5.022510 -0.21 -0.07 0.33
H -4.048571 4.262553 -6.468824 -0.07 0.18 -0.19
H -4.540310 5.464826 -5.239945 0.12 0.11 -0.07
H -2.144574 4.915614 -5.363480 0.81 -0.04 -0.14
H -3.682543 4.560432 -2.773046 0.14 -0.37 0.18
H -2.891079 5.975292 -3.432842 -0.22 0.23 -0.13
H -1.875571 4.737162 -2.828891 -0.10 -0.43 0.19
C -1.749870 2.417082 0.551290 -0.27 -0.19 0.89
C -1.492650 2.106653 -0.902499 -0.01 -1.09 -0.68
C -0.354382 1.076031 -0.936393 0.48 0.50 -0.40
O -2.614309 1.569863 -1.579299 -0.61 0.36 0.48
H -0.985782 3.000933 1.064504 0.31 0.44 -0.45
H -1.726527 1.487792 1.120482 -0.40 -0.33 0.09
H -2.710190 2.894118 0.747034 -0.16 0.07 -0.23
H -1.112826 3.005078 -1.388977 -0.10 0.40 -0.33
H -0.119295 0.775527 -1.957431 -0.41 -0.41 -0.11
H -0.591016 0.244404 -0.272691 -0.08 -0.31 -0.23
H 0.605186 1.481245 -0.615263 0.02 0.30 0.41
C -6.918106 -0.619640 -1.773137 0.32 0.70 0.29
C -6.295170 -0.192771 -3.097499 0.81 -0.11 -0.63
C -7.427597 0.454885 -3.949412 1.60 0.02 0.19
O -5.069446 0.531316 -3.002585 -0.76 0.40 1.07
H -7.708180 -1.358099 -1.909382 0.04 -0.08 -0.01
H -7.366636 0.257358 -1.306448 -0.24 0.23 0.27
H -6.158315 -1.000444 -1.090645 0.12 -0.33 0.08
H -6.046373 -1.144288 -3.567417 0.03 -0.40 -0.56
H -8.117600 -0.326133 -4.268804 -0.27 0.21 0.09
H -6.942068 0.895340 -4.820248 -0.26 0.05 -0.11
H -7.895314 1.258194 -3.380176 -0.29 -0.11 -0.09
C 1.819565 8.459870 4.861466 -0.87 -0.57 0.15
O 2.667670 8.022671 3.792461 -0.71 0.70 0.44
C 2.076236 8.381519 2.519369 1.16 -0.44 0.72
C 2.741714 7.558307 1.428267 -0.12 0.63 0.77
N 2.372386 6.158455 1.582716 -0.43 0.43 -0.37
C 2.970526 5.344886 0.566556 0.12 -0.72 -0.22
C 2.396892 3.958997 0.524174 -0.63 -1.87 0.07
O 2.730926 3.115680 1.646312 -0.29 -0.21 0.48
C 2.039255 1.834741 1.682489 0.28 0.82 0.09
H 1.401686 9.459934 4.745938 0.51 0.34 -0.22
H 2.194800 8.342796 5.878126 1.11 0.20 -0.39
H 0.928914 7.838804 4.956897 -0.34 -0.41 -0.60
H 2.249285 9.434676 2.297976 -0.06 0.24 0.22
H 1.004790 8.186982 2.566910 -0.06 -0.04 -0.24
H 3.824095 7.672387 1.368801 0.36 0.22 0.59
H 2.429880 8.072651 0.519247 -0.59 -0.82 -0.53
H 2.711999 5.818682 2.471151 -0.19 0.28 0.37
H 4.051158 5.261790 0.682452 0.39 0.13 -0.09
H 2.753930 5.816315 -0.392052 0.09 -0.13 -0.21
H 2.743521 3.406182 -0.348948 0.16 0.23 -0.51
H 1.309422 3.983725 0.454050 -0.29 0.28 -0.06
H 2.209883 1.340464 2.638874 0.58 0.31 0.12
H 2.369029 1.152547 0.898928 0.11 0.12 -0.19
H 0.952677 1.918944 1.663785 -0.06 0.45 -0.48
C 5.070668 2.386383 -2.908267 0.13 -0.59 -0.42
O 5.659566 1.152110 -3.337098 0.12 0.13 -0.44
C 6.572380 1.352462 -4.450013 0.35 -0.09 0.86
C 7.322571 0.057546 -4.770224 -0.63 0.40 -0.22
N 6.390907 -0.947015 -5.272412 0.37 -0.42 0.76
C 6.984674 -2.275351 -5.403158 -0.05 -0.05 0.09
C 7.412046 -2.909155 -4.071186 -1.30 -0.19 0.42
O 6.274091 -2.900813 -3.127811 0.72 0.19 -0.35
C 6.636893 -3.360345 -1.812479 0.29 0.25 -0.70
H 5.869589 3.075197 -2.633751 -0.14 0.35 -0.11
H 4.403075 2.257589 -2.056311 0.35 -0.53 0.24
H 4.391815 2.768558 -3.670637 0.36 0.35 -0.39
H 7.346917 2.041286 -4.112803 0.04 0.44 -0.01
H 6.066476 1.791474 -5.309924 -0.22 -0.17 -0.09
H 7.874584 -0.192762 -3.864286 -0.08 -0.41 0.35
H 8.097492 0.210192 -5.521424 -0.09 0.40 -0.21
H 5.777722 -1.109026 -4.486369 -0.85 0.33 0.07
H 7.834466 -2.252282 -6.085385 0.28 0.10 0.10
H 6.256577 -2.909100 -5.909459 -0.15 -0.13 0.20
H 8.252583 -2.374421 -3.628853 0.06 -0.02 0.13
H 7.687760 -3.942706 -4.280581 0.22 -0.16 0.19
H 6.710794 -4.447813 -1.806389 0.37 -0.05 0.04
H 5.930061 -3.107015 -1.022345 -0.51 0.20 -0.56
H 7.558127 -2.853876 -1.524556 0.37 -0.33 0.09
C 0.143521 -3.954898 1.778361 -0.80 0.63 -0.48
O -0.351441 -5.069863 2.440162 -0.46 -1.35 0.89
C 0.088846 -6.300845 1.898677 0.07 -0.79 -0.16
C -0.407666 -7.559535 2.675206 0.72 1.49 0.43
N 0.224408 -7.570583 4.002698 -0.05 -1.32 0.06
C -0.354581 -8.651965 4.854207 0.24 0.72 1.05
C 0.256119 -8.702545 6.308707 -0.33 0.04 -1.40
O -0.364786 -9.723576 7.088511 0.31 0.39 -0.60
C 0.263710 -9.985926 8.329149 -0.17 -0.20 -0.06
H 1.218983 -3.800850 1.866468 0.05 -0.02 0.13
H -0.454594 -3.126187 2.157292 0.46 0.31 0.32
H -0.122816 -3.979000 0.721674 0.31 -0.24 -0.37
H 1.178342 -6.287383 1.868617 0.28 -0.20 0.10
H -0.246089 -6.390923 0.865325 -0.19 0.06 -0.31
H -0.151484 -8.482590 2.155151 0.23 0.15 -0.23
H -1.496029 -7.529508 2.726702 -0.36 0.08 0.08
H 0.098655 -6.653275 4.406229 -0.16 0.00 0.32
H -0.165944 -9.643517 4.442691 0.00 0.15 -0.44
H -1.431023 -8.488970 4.907063 -0.30 -0.32 0.23
H 0.139499 -7.719874 6.765713 -0.01 0.11 0.32
H 1.317008 -8.890029 6.143010 0.25 -0.10 0.34
H -0.459661 -10.553058 8.914978 -0.08 0.37 0.19
H 0.593577 -9.072930 8.824863 -0.29 0.16 0.19
H 1.137413 -10.635902 8.281507 0.28 -0.05 -0.57
C 4.747189 3.148236 6.356993 0.34 1.13 -0.16
O 3.611344 3.996710 6.092354 -0.09 -0.72 -1.45
C 3.117890 3.836418 4.709616 -0.77 0.49 0.13
C 1.701546 4.478150 4.539585 -0.67 -0.80 1.32
N 0.697083 3.890961 5.483371 1.13 0.40 0.16
C 0.384939 2.484006 5.253672 -1.13 0.54 -0.22
C -0.691158 2.390811 4.147809 0.43 -1.13 -0.64
O -1.284067 1.096305 4.042449 -0.37 -0.44 0.06
C -0.445357 -0.019578 3.723056 -0.19 0.59 0.76
H 5.212876 3.455598 7.293349 -0.71 -0.15 0.45
H 5.584568 3.364530 5.693576 -0.19 -0.09 -0.76
H 4.553834 2.075658 6.340031 -0.36 0.02 0.03
H 3.084024 2.777931 4.451638 0.01 -0.10 0.10
H 3.737644 4.312524 3.949797 0.64 0.07 0.31
H 1.190598 4.407026 3.579396 0.96 -0.36 -0.51
H 1.740127 5.551251 4.726828 0.22 0.03 0.27
H 1.187517 3.912580 6.366045 -0.20 0.21 0.46
H -0.029667 2.093450 6.183004 -0.37 0.04 0.04
H 1.252647 1.843302 5.096580 0.17 -0.05 -0.63
H -0.317873 2.645719 3.155957 0.67 0.06 -0.07
H -1.529881 3.083177 4.220415 0.08 0.02 0.91
H 0.104351 0.133876 2.794413 0.01 -0.05 -0.17
H -1.079098 -0.904749 3.668873 -0.19 0.16 -0.32
H 0.239105 -0.242583 4.541516 0.37 0.13 -0.03
C -6.658342 -4.172310 -6.578324 -0.43 0.55 0.82
O -5.262415 -4.142145 -6.413923 0.63 0.07 -0.15
C -4.605950 -5.292864 -6.908092 0.84 -0.59 -0.34
C -3.032464 -5.200182 -6.836353 -1.99 -0.19 1.57
N -2.590670 -5.250421 -5.419283 0.99 -0.17 -1.87
C -1.112613 -5.056964 -5.452213 -1.41 0.02 2.47
C -0.682072 -5.174727 -3.971371 1.10 1.37 -1.20
O -1.271955 -4.106125 -3.204541 0.09 -1.26 0.22
C -0.914122 -4.292064 -1.830781 -0.22 0.67 -0.48
H -7.168883 -4.947789 -6.007275 0.31 -0.53 0.10
H -7.029293 -4.236447 -7.601258 0.40 0.05 -0.31
H -7.010003 -3.250061 -6.115843 -0.07 0.17 -0.29
H -4.921764 -5.457958 -7.938195 0.11 0.02 -0.35
H -4.955988 -6.158351 -6.345503 0.16 -0.24 0.21
H -2.727611 -4.314480 -7.393748 0.23 0.31 0.03
H -2.523567 -6.074195 -7.242850 -0.55 -0.04 -0.64
H -3.031818 -4.545447 -4.846123 0.09 0.29 -0.03
H -0.885450 -4.077626 -5.873400 0.43 0.15 -0.03
H -0.600657 -5.838099 -6.014187 -0.26 -0.05 -0.14
H 0.391220 -5.000429 -3.895399 0.44 -0.08 -0.15
H -0.814013 -6.203041 -3.634811 -0.80 0.11 0.46
H -1.171621 -3.387558 -1.279728 -0.30 0.02 -0.09
H 0.167952 -4.376749 -1.730477 0.11 -0.39 0.08
H -1.453259 -5.145989 -1.420585 0.17 -0.13 0.16
C 2.529440 0.323206 -4.142903 -0.09 0.40 -0.70
O 1.502518 -0.603257 -3.896034 -0.72 -0.85 -0.78
C 0.617328 -0.819188 -5.037148 -1.24 0.37 1.85
C -0.615804 0.112700 -4.888899 1.27 0.62 -1.35
N -1.649664 -0.345421 -3.972271 -0.93 -1.11 -0.83
C -2.571277 -1.403847 -4.524570 -0.06 -0.07 -0.85
C -3.447799 -0.997700 -5.740478 0.63 0.90 1.30
O -3.780320 0.393034 -5.539480 0.10 -0.57 -1.25
C -4.724246 0.882547 -6.506804 0.01 -0.73 0.46
H 2.119901 1.154106 -4.717347 0.14 0.34 -0.04
H 3.324268 -0.144046 -4.724293 0.26 0.00 0.01
H 2.939050 0.723745 -3.215601 -0.15 -0.31 0.12
H 0.201311 -1.815021 -4.884379 0.42 -0.42 -0.19
H 1.032468 -0.744744 -6.042246 0.61 0.14 0.26
H -0.997916 0.331164 -5.886068 -0.52 -0.20 0.02
H -0.251010 1.092410 -4.580347 -0.01 0.05 0.30
H -1.146854 -0.909781 -3.302361 0.02 0.50 1.01
H -3.218211 -1.734504 -3.712019 0.12 0.10 0.12
H -1.961251 -2.244942 -4.853993 -0.13 -0.31 0.10
H -4.347934 -1.608989 -5.805236 -0.12 -0.07 0.25
H -2.878887 -1.203483 -6.647174 0.03 0.60 -0.39
H -5.626215 0.280229 -6.398335 -0.26 0.08 -0.03
H -4.365383 0.718395 -7.522854 0.28 0.22 -0.05
H -4.956238 1.931526 -6.322636 0.33 -0.19 0.08
C 4.609622 -0.609672 -0.521143 0.45 -0.27 -0.41
O 3.493749 -1.026207 0.225182 -0.13 -0.85 0.26
C 2.310911 -1.268489 -0.534907 -0.05 0.45 -1.39
C 2.416323 -2.494941 -1.470609 0.44 -0.05 1.13
N 2.670104 -3.638401 -0.574003 0.09 -0.53 -1.34
C 3.187300 -4.793589 -1.332636 1.46 1.28 0.05
C 3.933929 -5.738287 -0.438749 -0.69 -1.69 0.93
O 5.017491 -5.206586 0.332519 -0.25 -0.36 0.41
C 5.595510 -6.153672 1.279908 -0.19 0.13 -1.12
H 4.806769 -1.202501 -1.414332 -0.50 0.05 -0.37
H 5.525697 -0.804482 0.036482 -0.16 0.42 0.57
H 4.524346 0.439884 -0.802677 0.10 0.10 0.01
H 2.160158 -0.405262 -1.183133 -0.34 0.28 -0.03
H 1.489528 -1.327397 0.179207 0.05 -0.19 -0.02
H 3.235476 -2.317668 -2.167506 0.54 -0.01 -0.01
H 1.615657 -2.693516 -2.183073 -0.67 0.34 0.57
H 3.465247 -3.321484 -0.037888 0.12 -0.05 0.60
H 3.937870 -4.471719 -2.054541 0.13 0.48 -0.49
H 2.444094 -5.297671 -1.950404 -0.32 -0.21 0.47
H 4.264068 -6.599458 -1.019676 0.41 -0.03 -0.32
H 3.172368 -6.175141 0.207224 -0.01 -0.03 0.73
H 6.484636 -5.691978 1.709311 -0.22 0.12 -0.06
H 5.900896 -7.068839 0.772642 0.21 0.00 -0.41
H 4.940709 -6.529232 2.066229 -0.50 0.63 0.10
C 4.570830 -3.201898 2.768760 0.49 1.02 0.00
O 4.399535 -2.274316 3.832598 -0.30 -0.44 0.18
C 3.563870 -1.170563 3.543875 -0.13 0.27 -0.66
C 3.418830 -0.401620 4.811156 -0.02 0.18 0.40
N 2.496689 -1.069816 5.720033 0.11 0.88 0.01
C 2.481500 -0.405294 7.026984 0.55 -2.10 0.33
C 1.865693 -1.366460 8.062243 -0.10 1.22 0.68
O 2.702305 -2.442706 8.466463 0.14 0.14 -0.72
C 2.399697 -3.016796 9.716627 0.28 -0.40 0.19
H 5.344184 -3.909405 3.067866 -0.23 -0.03 0.11
H 4.955807 -2.620265 1.931143 -0.02 -0.25 -0.47
H 3.657496 -3.712114 2.462846 -0.16 -0.04 0.13
H 2.588495 -1.462428 3.154555 -0.30 -0.44 0.10
H 3.949704 -0.514038 2.763990 0.60 -0.09 -0.21
H 3.136235 0.642715 4.678467 -0.42 -0.04 -0.35
H 4.426164 -0.329766 5.221283 0.38 -0.05 0.36
H 2.924389 -1.973303 5.864513 -0.19 -0.44 0.16
H 1.965942 0.554460 7.060966 -0.25 -0.12 -0.35
H 3.512241 -0.241650 7.341469 0.30 0.34 0.27
H 0.892122 -1.697580 7.700817 -0.09 -0.33 -0.04
H 1.701763 -0.717595 8.922595 -0.28 -0.07 0.44
H 3.067039 -3.859851 9.895561 0.23 0.03 -0.40
H 1.402402 -3.450117 9.792362 -0.36 0.32 -0.18
H 2.589879 -2.345362 10.553943 -0.26 0.42 -0.02
C -3.323716 -1.830500 0.257063 -0.61 0.12 -0.35
O -4.002994 -0.638368 0.686843 0.47 -0.48 -0.22
C -4.212795 -0.558276 2.087537 -0.42 -0.28 0.58
C -4.717534 0.831175 2.503882 0.27 -0.55 -1.20
N -5.776738 1.260807 1.525053 2.64 -0.06 0.31
C -6.028576 2.677589 1.751815 -0.87 0.07 -0.70
C -6.794404 3.255602 0.556579 -0.04 -0.15 0.57
O -6.054310 3.133649 -0.662234 -0.47 0.55 -0.29
C -6.848893 3.562774 -1.800227 0.39 -0.23 0.40
H -3.190034 -1.744040 -0.821250 0.37 0.40 0.11
H -3.926087 -2.733738 0.354051 -0.44 0.00 0.48
H -2.390428 -2.021597 0.786736 0.19 0.39 0.02
H -3.283709 -0.819234 2.594291 0.11 0.19 0.21
H -4.958092 -1.290137 2.399020 -0.17 -0.41 -0.14
H -3.827384 1.459827 2.527183 -0.43 0.54 -0.28
H -5.211087 0.855085 3.475444 0.42 -0.44 0.50
H -6.541983 0.677426 1.831910 -0.86 0.17 -0.28
H -5.116488 3.249536 1.922308 0.18 -0.35 -0.18
H -6.621964 2.728961 2.664701 -0.42 0.68 0.17
H -7.062931 4.283535 0.800202 0.15 0.34 -0.35
H -7.731945 2.708364 0.458302 -0.25 -0.20 -0.13
H -7.698600 2.887167 -1.898461 -0.16 0.09 -0.05
H -6.252943 3.520528 -2.711907 0.25 -0.31 0.26
H -7.180292 4.596006 -1.696761 -0.12 0.04 0.34
C 1.461570 3.866098 -3.550270 -1.27 0.83 -0.38
O 0.870445 3.414316 -4.786186 1.49 -0.01 0.58
H 2.549187 3.934184 -3.574061 -0.08 -0.70 -0.37
H 1.163465 4.898003 -3.364804 -0.16 0.30 -0.03
H 1.074878 3.327530 -2.685105 0.32 -0.49 0.05
H -0.086144 3.419628 -4.705527 -0.72 -0.05 0.17
C -4.256036 6.282481 3.784756 -0.50 0.33 0.62
O -3.689356 6.728326 5.021658 0.04 -0.03 -0.45
H -4.437404 5.209092 3.839867 0.12 -0.15 -0.35
H -5.227596 6.769334 3.700194 0.02 -0.01 0.00
H -3.682166 6.580584 2.907313 0.19 -0.21 0.05
H -2.866667 6.247529 5.138323 0.13 0.02 0.13
C -1.392280 6.547360 1.114179 1.62 -1.01 1.13
O -0.225432 7.182189 0.570653 -1.59 1.14 -0.74
H -1.418093 5.526416 0.733254 -0.62 -0.03 -0.20
H -1.237339 6.448085 2.188527 0.07 -0.18 0.40
H -2.365350 7.038083 1.093354 0.42 0.55 -1.08
H 0.576048 6.767355 0.897977 0.05 -0.68 0.51
C -4.705207 6.179350 -0.708061 -0.07 0.60 0.03
O -5.475444 6.941573 0.242478 0.18 -0.50 -0.09
H -3.785623 6.725956 -0.917065 0.20 -0.28 -0.11
H -4.475871 5.185242 -0.324319 -0.08 0.15 0.18
H -5.252669 6.068926 -1.644113 -0.05 -0.06 -0.08
H -5.382758 7.859517 -0.022808 -0.13 0.06 0.09